1.
DFT (the ωB97M-V functional and the def2-TZVPD basis) results for a structure of composition C19H43Cs2N5O10S.

Summary:
frontier orbital gap = 7.763 eV
DFT total energy = -60258.9622 eV
lowest unoccupied orbital energy = -0.7 eV

```
! RIJCOSX wB97M-V def2-TZVPD def2/J DEFGRID3
* xyz 0 1
Cs 4.25694 0.71366 -0.82033
Cs 1.05072 -0.13823 4.72011
S 1.21956 0.96044 1.30299
O -0.07269 0.48521 0.81972
O 0.93568 1.72575 2.51126
O 2.08022 -0.19584 1.60503
O 1.84608 1.91328 0.36173
C -0.41145 1.75793 -2.64600
C 0.61249 2.80471 -2.91338
O 0.46498 3.44291 -3.91756
N 1.64515 2.89731 -2.09397
C 2.72984 3.89162 -2.23363
H -0.36002 1.68057 -1.55996
H -0.34143 0.80672 -3.17363
H -1.40907 2.00749 -3.00736
H 1.54126 2.37667 -1.23477
H 3.09441 4.26834 -3.18928
H 3.59941 3.36926 -1.83479
H 2.39937 4.67754 -1.55450
C -3.80230 -2.83403 0.29643
C -2.46956 -3.20638 0.79454
O -2.20749 -4.41110 0.85208
N -1.65831 -2.23884 1.15966
C -0.30231 -2.51896 1.56413
H -4.37189 -3.73256 0.05912
H -3.61589 -2.11633 -0.50249
H -4.44231 -2.46424 1.09752
H -1.86096 -1.26273 0.99766
H 0.21956 -2.51043 0.60722
H -0.19734 -3.50223 2.02269
H 0.04299 -1.72192 2.22260
C -3.45773 0.77331 -1.34229
C -3.89961 1.01178 0.06633
O -5.08445 1.32167 0.24727
N -2.94254 0.87843 0.94144
C -3.18595 0.89705 2.34071
H -4.29007 0.32162 -1.88200
H -2.53278 0.24146 -1.56526
H -3.46746 1.78424 -1.74976
H -1.98330 0.88137 0.62529
H -4.12754 0.39635 2.56611
H -3.35489 1.90024 2.73208
H -2.46083 0.33004 2.92449
C 3.10996 -5.32505 3.83255
C 3.00015 -3.90047 3.41201
O 2.76370 -3.00938 4.18840
N 2.88064 -3.61696 2.10962
C 2.73167 -4.59783 1.04010
H 4.10826 -5.69808 4.06135
H 2.48372 -6.05928 3.32576
H 2.62705 -5.27409 4.80841
H 2.91489 -2.63380 1.88087
H 3.62673 -5.09898 0.67157
H 2.42826 -3.99244 0.18596
H 2.04941 -5.40608 1.30346
C -0.60443 7.68885 0.78778
C -0.43321 6.13861 1.07902
O 0.07099 5.71066 2.13890
N -0.95556 5.28484 0.25342
C -1.08693 3.78842 0.52158
H 0.14572 8.18108 0.16884
H -0.87500 8.31690 1.63658
H -1.37604 7.79343 0.02504
H -0.88076 5.62729 -0.69381
H -0.98351 3.57930 1.58632
H -0.27193 3.33565 -0.04310
H -2.07437 3.41163 0.25494
C 1.05414 -3.08042 -3.70806
C 0.62532 -3.21904 -2.20808
C 1.16716 -1.88158 -1.55701
O 2.12715 -1.50925 -2.56297
C 1.69933 -1.77682 -3.84730
H 0.17715 -3.19117 -4.34582
H 1.88906 -3.77784 -3.77605
H 1.08204 -4.09071 -1.73935
H -0.45416 -3.36737 -2.17957
H 1.67783 -2.05000 -0.60888
H 0.36186 -1.15926 -1.42348
H 2.58692 -1.85886 -4.47463
H 1.17829 -0.94537 -4.32197
*
```

2.
DFT (the ωB97M-V functional and the def2-TZVPD basis) results for the ion C21H25Cl2O2Si with charge +1.

Summary:
energy above the lowest of the compared OMol25 structures with the same formula, charge and spin = 0.0000 eV
frontier orbital gap = 8.232 eV
DFT total energy = -59196.0553 eV
lowest unoccupied orbital energy = -3.4 eV

```
! RIJCOSX wB97M-V def2-TZVPD def2/J DEFGRID3
* xyz 1 1
C -0.75456 -1.42670 -2.14798
C -1.04453 -0.52383 -0.93671
C -0.00228 0.55731 -1.05852
O 1.22228 0.35750 -1.39872
Si 2.34531 1.74676 -1.60971
C 3.96360 0.86032 -1.43328
C 2.13419 2.46521 -3.30790
C 2.03594 2.95504 -0.24412
O -0.44869 1.78323 -1.07530
C -1.95268 1.76493 -1.19049
C -2.32381 0.31458 -1.11807
H -1.58345 -2.13540 -2.29669
H -0.63499 -0.81578 -3.05615
H 0.16231 -2.00321 -1.96529
H 4.78017 1.59996 -1.43246
H 4.03193 0.27392 -0.50702
H 4.11589 0.18476 -2.28645
H 2.83960 3.29830 -3.45257
H 2.34238 1.71711 -4.08352
H 1.12016 2.85106 -3.46877
H 2.99715 3.43217 0.00014
H 1.34427 3.74639 -0.55777
H 1.64537 2.49381 0.67215
H -2.32533 2.35533 -0.34906
H -2.20200 2.22545 -2.15229
H -2.81884 -0.00352 -2.04409
H -3.06569 0.20046 -0.32714
Cl 4.67505 -1.05878 2.56306
C 3.07174 -1.14012 1.95873
C 2.72652 -2.14764 1.04840
C 1.43321 -2.18775 0.52943
C 0.48110 -1.24537 0.92858
C -0.92882 -1.35435 0.32827
C -2.10808 -1.27875 1.33012
C -3.37188 -1.68000 0.85182
C -4.52692 -1.55398 1.62319
C -4.41336 -1.10935 2.94769
Cl -5.82576 -0.89569 3.89398
C -3.15013 -0.85911 3.49505
C -2.00626 -0.97212 2.69072
C 0.83341 -0.24349 1.82702
C 2.12409 -0.19373 2.36158
H 3.46907 -2.87354 0.72876
H 1.15705 -2.96144 -0.19313
H -0.98722 -2.39518 -0.01419
H -3.46271 -2.06395 -0.16965
H -5.50387 -1.77383 1.19886
H -3.06815 -0.55734 4.53803
H -1.04011 -0.81315 3.16375
H 0.09152 0.49952 2.13104
H 2.40683 0.58394 3.06665
*
```

3.
DFT (the ωB97M-V functional and the def2-TZVPD basis) results for a structure of composition C30H19BrClI2N3O5S4Sn.

Summary:
energy above the lowest of the compared OMol25 structures with the same formula, charge and spin = 0.0000 eV
frontier orbital gap = 4.222 eV
DFT total energy = -194069.4931 eV
lowest unoccupied orbital energy = 3.4 eV

```
! RIJCOSX wB97M-V def2-TZVPD def2/J DEFGRID3
* xyz -2 1
Sn 0.07924 1.17006 -0.52777
O 2.32591 -5.47497 -1.97214
C 1.78866 -4.22251 -1.85210
C 1.76070 -3.31962 -2.90764
C 1.20937 -2.07189 -2.67244
N 0.70088 -1.70070 -1.50357
C 0.73652 -2.57504 -0.52928
Br 2.65529 0.47156 0.47066
C 1.26375 -3.85847 -0.62752
H 2.70757 -5.55474 -2.85335
H 2.15511 -3.57645 -3.88319
H 1.14451 -1.33268 -3.46224
H 1.29554 -4.53685 0.21259
O -4.41935 4.28553 -5.82053
C -3.72584 3.70455 -5.00621
S -2.73572 2.30265 -5.36012
C -2.04330 2.04282 -3.74896
C -2.43754 2.90822 -2.79084
S -2.00452 3.02770 -1.09948
S -3.57663 4.16025 -3.32061
S -0.96328 0.68262 -3.62493
I 2.26250 5.87820 1.47235
C 0.99036 4.60406 2.52379
C 0.68069 4.89600 3.84965
C -0.14909 4.08511 4.58110
I -0.55583 4.61691 6.57141
C -0.70277 2.92051 4.00269
C -1.55985 2.00966 4.65992
C -2.02508 0.90468 4.00563
C -1.63563 0.69181 2.67407
N -0.84537 1.52212 2.04619
C -0.37437 2.62348 2.65679
C 0.49121 3.47901 1.83529
O 0.76059 3.21469 0.63420
H 1.10939 5.77772 4.30641
H -1.84563 2.20175 5.68677
H -2.68519 0.20095 4.49546
H -1.98216 -0.16634 2.10841
C -3.38850 -4.11839 -0.51382
C -2.39153 -3.14533 0.08246
O -2.31175 -2.00567 -0.31601
C -1.53606 -3.61545 1.23521
C -2.01125 -4.58559 2.11513
C -1.32613 -4.91002 3.27780
C -0.13885 -4.25539 3.57479
C 0.37570 -3.31695 2.69105
C -0.30641 -3.01653 1.52098
O 0.26773 -2.10927 0.67445
H -3.79827 -3.65893 -1.40941
H -4.19999 -4.31467 0.18917
H -2.91436 -5.06978 -0.75867
H -2.95280 -5.07473 1.90157
H -1.72282 -5.66136 3.94858
H 0.39558 -4.48258 4.48866
H 1.30935 -2.80383 2.87894
Cl 5.16206 4.47597 -1.26391
C 4.02397 3.46551 -2.11394
C 4.41003 2.81292 -3.26767
C 3.46639 2.03626 -3.91627
C 2.19253 1.94250 -3.37555
N 1.84462 2.55419 -2.24860
C 2.73985 3.30838 -1.61839
H 5.42162 2.91088 -3.63853
H 3.71399 1.50682 -4.82655
H 1.40168 1.36635 -3.84703
H 2.42300 3.77231 -0.69494
*
```

4.
DFT (the ωB97M-V functional and the def2-TZVPD basis) results for a cluster of 7 separate species, H13O6S in total.

Summary:
energy above the lowest of the compared OMol25 structures with the same formula, charge and spin = 1.0478 eV
frontier orbital gap = 7.968 eV
DFT total energy = -23333.4019 eV
lowest unoccupied orbital energy = 3.3 eV

```
! RIJCOSX wB97M-V def2-TZVPD def2/J DEFGRID3
* xyz -1 1
S 1.40239 -0.14080 0.07110
H 1.41820 0.90863 -0.75153
H -0.58300 1.90605 -1.42428
H -1.03496 0.59255 -1.52603
O -1.07429 1.39232 -2.08276
H 0.53301 -0.32708 2.72402
H 0.76340 -1.75146 3.12818
O 0.12946 -1.02467 3.26812
H -4.69236 2.04480 -2.82331
H -4.08391 0.99589 -3.77494
O -4.66842 1.76023 -3.74002
H 1.32057 3.17902 1.49568
H 1.62562 1.62258 1.55890
O 1.47891 2.43610 2.07689
H 4.08203 -2.35079 0.03323
H 2.80759 -1.94248 0.35696
O 3.34240 -2.77348 0.49919
H -2.35482 -1.95221 0.59816
H -0.95960 -1.54369 0.21964
O -1.83712 -1.68660 -0.17428
*
```